No. 1
Density functional theory data (the ωB97M-V functional and the def2-TZVPD basis) for 2 unconnected molecules or ions with the total composition C4H6ClFO in a non-equilibrium geometry.

LUMO level	0.51	eV
gap between HOMO and LUMO	9.1	eV
multiplicity	1
energy above the lowest of the compared OMol25 structures with the same formula, charge and spin	32.71	kcal per mole

CARTESIAN COORDINATES (ANGSTROEM)
C1 1.027 0.996 -0.957
C2 0.600 -0.225 1.374
C3 -1.445 -0.290 -0.420
C4 -0.074 -0.582 0.020
O1 1.666 1.812 -0.392
F1 0.548 -1.590 -0.661
Cl1 0.825 0.946 -2.681
H1 1.564 -0.552 1.345
H2 0.500 0.815 1.688
H3 0.022 -0.865 2.188
H4 -2.114 -0.695 0.331
H5 -1.513 -0.497 -1.505
H6 -1.607 0.728 -0.329

Results of the natural (NBO) charge analysis, in e, for atoms 1 through 6:
1 C 0.4099
2 C -0.6650
3 C -0.7182
4 C 0.5084
5 O -0.5415
6 F -0.3445

***

No. 2
Density functional theory data (the ωB97M-V functional and the def2-TZVPD basis) for C4H6ClN in the gas phase in a non-equilibrium geometry.

LUMO level (spin up / spin down)	-0.76 / -0.76	eV
gap between HOMO and LUMO (spin up / spin down)	6.8 / 6.8	eV
multiplicity	1
energy above the lowest of the compared OMol25 structures with the same formula, charge and spin	108.68	kcal per mole

CARTESIAN COORDINATES (ANGSTROEM)
C1 2.140 0.243 0.478
C2 0.901 -0.125 0.706
C3 0.226 0.834 -1.223
C4 -1.514 -0.401 0.026
N1 -0.156 0.089 -0.220
Cl1 0.369 -1.195 2.251
H1 2.832 -0.191 1.061
H2 -0.473 1.132 -2.153
H3 1.208 1.304 -1.232
H4 -2.185 0.063 -0.589
H5 -1.545 -1.501 -0.153
H6 -1.803 -0.254 1.048

Results of the natural (NBO) charge analysis, in e, for atoms 1 through 6:
1 C -0.4403
2 C -0.0062
3 C 0.0442
4 C -0.4087
5 N -0.2858
6 Cl -0.2398

***

No. 3
Density functional theory data (the ωB97M-V functional and the def2-TZVPD basis) for 2 unconnected molecules or ions with the total composition C4H6ClN2O3 in a non-equilibrium geometry.

LUMO level	3.51	eV
charge	-1
gap between HOMO and LUMO	7.3	eV
multiplicity	1

CARTESIAN COORDINATES (ANGSTROEM)
C1 -2.486 0.616 -0.314
C2 -0.419 1.592 0.245
C3 2.016 -0.825 0.105
C4 1.556 0.477 -0.483
N1 -1.731 1.586 -0.019
N2 -1.929 -1.241 0.709
O1 -3.581 0.432 -0.724
O2 0.176 2.327 0.956
O3 0.152 0.569 -0.486
Cl1 -3.139 -2.344 0.191
H1 1.529 -1.217 0.912
H2 1.782 -1.540 -0.584
H3 3.116 -0.921 0.486
H4 1.988 0.686 -1.444
H5 2.070 1.196 0.219
H6 -1.100 -1.393 0.230

Results of the natural (NBO) charge analysis, in e, for atoms 1 through 6:
1 C 0.8816
2 C 0.9003
3 C -0.6254
4 C -0.0804
5 N -0.7069
6 N -0.8958

***

No. 4
Density functional theory data (the ωB97M-V functional and the def2-TZVPD basis) for C4H6ClNO in the gas phase in a non-equilibrium geometry.

LUMO level	0.56	eV
structure (SMILES)	CN(C=O)/C=C\Cl
gap between HOMO and LUMO	10.0	eV
multiplicity	1
energy above the lowest of the compared OMol25 structures with the same formula, charge and spin	78.55	kcal per mole

CARTESIAN COORDINATES (ANGSTROEM)
C1 0.594 1.431 0.082
N1 0.981 0.063 -0.148
C2 2.249 -0.473 -0.314
O1 3.308 0.131 0.191
C3 -0.058 -0.961 0.058
C4 -1.362 -1.103 0.198
Cl1 -2.598 0.319 -0.076
H1 -0.055 1.968 -0.695
H2 0.015 1.545 1.073
H3 1.508 1.973 0.234
H4 2.282 -1.645 -0.746
H5 0.277 -2.075 0.427
H6 -1.743 -2.035 0.377

Results of the natural (NBO) charge analysis, in e, for atoms 1 through 6:
1 C -0.4253
2 N -0.4671
3 C 0.5235
4 O -0.5934
5 C -0.0352
6 C -0.1711

***

No. 5
Density functional theory data (the ωB97M-V functional and the def2-TZVPD basis) for C4H6ClNO in the gas phase in a non-equilibrium geometry.

LUMO level (spin up / spin down)	0.43 / 0.37	eV
gap between HOMO and LUMO (spin up / spin down)	8.1 / 7.9	eV
multiplicity	1
energy above the lowest of the compared OMol25 structures with the same formula, charge and spin	94.36	kcal per mole

CARTESIAN COORDINATES (ANGSTROEM)
C1 -1.124 1.086 -0.181
C2 -1.030 0.299 1.138
C3 0.921 0.052 -0.163
C4 0.724 -0.850 -1.304
N1 0.340 -0.240 1.153
O1 -2.014 1.658 -0.716
Cl1 2.470 0.700 -0.104
H1 -1.289 1.058 1.878
H2 -1.755 -0.431 1.250
H3 -0.436 -1.050 -1.430
H4 1.269 -1.887 -1.165
H5 0.939 -0.308 -2.202
H6 0.985 -0.087 1.844

Results of the natural (NBO) charge analysis, in e, for atoms 1 through 6:
1 C 0.5863
2 C -0.3616
3 C 0.0605
4 C -0.6777
5 N -0.6490
6 O -0.5023

***

No. 6
Density functional theory data (the ωB97M-V functional and the def2-TZVPD basis) for C4H6ClNO2 in the gas phase in a non-equilibrium geometry.

LUMO level	-0.32	eV
structure (SMILES)	C/C=C(/CCl)[N+](=O)[O-]
gap between HOMO and LUMO	10.3	eV
multiplicity	1
energy above the lowest of the compared OMol25 structures with the same formula, charge and spin	131.75	kcal per mole

CARTESIAN COORDINATES (ANGSTROEM)
C1 -0.692 1.671 1.137
C2 0.353 0.588 0.714
C3 0.079 -0.229 -0.286
C4 1.268 -1.542 -0.782
Cl1 2.236 -2.195 0.703
N1 -1.152 -0.369 -1.028
O1 -2.169 -0.217 -0.418
O2 -1.062 -0.757 -2.143
H1 -1.608 1.189 0.820
H2 -0.549 1.741 2.192
H3 -0.675 2.610 0.601
H4 1.339 0.694 1.179
H5 1.917 -0.952 -1.356
H6 0.716 -2.232 -1.334

Results of the natural (NBO) charge analysis, in e, for atoms 1 through 6:
1 C -0.6712
2 C -0.1290
3 C 0.0449
4 C -0.3045
5 Cl -0.0848
6 N 0.5101